A 2-piece molecular cluster, C4H7NO2S overall in a non-equilibrium geometry. Source: the OMol25 dataset; level of theory: wB97M-V/def2-TZVPD.

Geometry as XYZ:
```
15
Properties=species:S:1:pos:R:3:lowdin_charge:R:1
C -1.65129 0.00132 1.02790 -0.0541
C -0.76258 -0.67808 0.05038 -0.3971
C -1.11528 -0.61545 -1.41067 -0.0819
C 0.28859 -1.45999 0.28111 -0.6068
S 1.69914 -2.17078 0.54651 0.6850
H -2.40998 -0.57091 1.53389 0.0804
H -1.15068 0.62588 1.75521 0.0840
H -2.29255 0.64299 0.53190 0.0482
H -0.33870 -0.83285 -2.19746 0.1033
H -1.90449 -1.30970 -1.61189 0.0700
H -1.51648 0.27466 -1.84030 0.0656
O 1.99494 1.87816 -0.91990 0.0258
N 2.13816 1.54222 0.21596 -0.1199
O 3.43212 1.25429 0.53557 -0.0278
H 3.58907 1.41826 1.50177 0.1253
```

Output
SMILES	CC(C)=C=S.O=NO
frontier orbital gap	8.099	eV
highest occupied orbital energy	-8.00	eV
relative energy (zero: lowest compared OMol25 entry of this formula, charge and spin)	549.7	kJ/mol
LUMO energy	0.096	eV
molecular weight	133.17	g/mol